Density functional theory data (ωB97M-V with the def2-TZVPD basis set) for a 8-piece molecular cluster, C57H119N5O11S3 overall.

Structure (XYZ):
```
195
C57H119N5O11S3 (ωB97M-V with the def2-TZVPD basis set)
S 19.72 17.03 16.07
S 22.68 12.36 16.93
S 18.13 13.97 19.52
O 17.60 18.36 20.36
O 19.01 13.42 9.72
O 22.17 13.71 17.04
O 13.68 18.83 12.79
O 16.13 12.25 16.39
O 19.35 19.81 12.76
O 17.65 15.35 19.45
O 22.39 11.47 18.03
O 17.29 12.96 18.98
O 20.45 16.84 17.30
O 19.80 18.24 15.28
N 18.72 20.98 13.21
N 18.36 14.16 10.75
N 16.02 10.83 16.49
N 17.85 19.02 19.12
N 12.57 18.96 13.66
C 20.09 13.72 21.33
C 18.35 10.57 16.26
C 16.11 14.51 11.72
C 14.59 10.48 16.27
C 12.71 16.50 14.17
C 22.18 11.54 15.50
C 11.35 19.26 12.94
C 18.58 13.59 21.20
C 20.63 14.40 20.02
C 10.07 18.13 14.83
C 12.58 17.93 14.66
C 16.92 8.76 15.44
C 17.04 10.32 15.52
C 20.04 22.05 11.35
C 17.76 15.27 15.64
C 24.60 11.82 14.99
C 15.50 18.54 18.36
C 20.10 18.99 19.83
C 19.02 19.87 19.30
C 13.80 11.06 17.46
C 14.60 8.94 16.34
C 16.87 12.27 10.84
C 18.03 16.55 16.37
C 17.56 23.54 12.72
C 17.12 10.78 14.08
C 16.88 20.73 11.54
C 23.17 12.05 14.44
C 24.52 12.35 16.47
C 17.28 21.05 12.96
C 18.12 21.32 17.38
C 19.66 22.10 12.83
C 20.11 15.62 14.98
C 11.58 20.57 12.25
C 19.77 13.82 18.91
C 16.57 19.70 18.69
C 19.34 20.53 17.91
C 10.17 19.28 13.89
C 16.90 20.40 17.35
C 11.06 18.16 11.84
C 16.91 13.78 10.60
C 16.31 14.05 9.25
C 20.28 15.66 10.93
C 16.75 22.40 13.37
C 18.42 16.25 9.22
C 13.90 18.07 15.48
C 16.33 16.02 11.61
C 11.45 18.17 15.64
C 19.00 23.41 13.18
C 17.86 16.28 11.69
C 18.69 15.62 10.61
C 20.87 21.96 13.77
C 19.07 14.51 15.37
C 15.46 8.28 15.23
C 16.01 20.66 19.81
C 16.51 20.01 13.79
C 18.88 21.00 20.34
C 13.98 11.11 14.95
H 16.95 13.62 8.47
H 15.05 14.31 11.61
H 21.14 11.85 15.35
H 15.96 16.36 10.63
H 24.99 11.71 17.21
H 19.35 19.80 17.09
H 20.45 14.31 22.20
H 16.19 15.13 9.12
H 11.74 16.23 13.59
H 12.78 10.61 17.49
H 11.55 19.13 16.12
H 16.04 20.99 17.05
H 17.15 24.49 13.05
H 16.05 17.70 17.85
H 18.73 11.60 16.24
H 14.85 18.03 14.94
H 20.47 15.42 20.17
H 12.39 20.51 11.48
H 17.09 11.71 9.95
H 19.94 18.64 20.86
H 10.82 17.17 12.31
H 19.17 23.60 14.25
H 21.07 19.50 19.87
H 24.89 10.76 15.09
H 18.05 10.38 13.67
H 15.08 18.17 19.24
H 17.90 22.26 17.90
H 20.03 12.73 19.03
H 14.69 18.89 17.79
H 11.54 17.31 16.35
H 18.46 21.95 19.98
H 15.45 20.17 13.68
H 17.98 17.36 11.73
H 16.72 19.02 13.50
H 17.67 8.53 14.61
H 19.21 12.58 10.13
H 14.28 10.81 18.46
H 19.88 21.36 20.51
H 19.28 22.46 10.73
H 10.22 20.23 14.48
H 20.33 21.07 18.05
H 20.15 20.98 11.13
H 20.99 22.62 11.07
H 15.40 7.22 15.22
H 17.47 11.99 11.68
H 19.01 17.13 9.17
H 16.93 22.50 14.50
H 17.37 16.51 9.13
H 19.66 24.18 12.73
H 19.87 14.27 17.93
H 17.14 8.30 16.39
H 18.30 10.31 17.33
H 13.92 19.07 15.97
H 14.44 12.10 14.88
H 18.16 12.63 21.47
H 10.06 18.39 11.33
H 9.22 18.18 15.54
H 17.27 21.36 10.70
H 15.69 22.40 13.07
H 12.94 15.89 15.07
H 11.84 21.37 12.99
H 20.53 21.54 14.73
H 22.99 13.08 14.35
H 22.13 10.47 15.66
H 17.12 14.64 16.22
H 22.97 11.51 13.49
H 16.41 14.17 12.73
H 18.06 14.27 21.85
H 11.79 18.10 11.04
H 19.14 9.92 15.85
H 13.95 17.30 16.26
H 15.84 11.97 10.98
H 13.61 12.11 17.34
H 15.45 13.47 9.14
H 18.79 15.55 8.49
H 18.88 13.87 14.53
H 20.39 12.69 21.42
H 17.39 17.39 16.13
H 17.58 17.42 20.21
H 16.61 21.57 19.69
H 19.41 13.85 16.17
H 10.69 20.89 11.70
H 18.35 21.74 16.32
H 20.12 15.94 13.97
H 21.75 14.20 19.84
H 9.99 17.16 14.29
H 15.00 8.72 17.34
H 17.37 23.51 11.62
H 17.31 19.77 11.29
H 18.33 20.75 21.27
H 9.29 19.32 13.22
H 25.34 12.27 14.38
H 14.27 10.56 14.05
H 21.46 22.93 13.89
H 16.16 20.38 20.81
H 13.52 16.42 13.47
H 15.87 16.61 12.39
H 16.32 12.58 17.29
H 18.02 16.28 17.45
H 16.27 10.39 13.49
H 14.97 20.76 19.64
H 17.10 11.89 14.00
H 24.87 13.35 16.60
H 21.60 21.24 13.33
H 17.33 15.42 14.63
H 12.89 11.16 14.99
H 21.05 15.56 10.07
H 20.63 14.93 11.65
H 20.49 16.60 11.30
H 20.30 18.08 19.26
H 18.18 15.95 12.77
H 19.55 19.27 13.56
H 13.61 8.46 16.30
H 17.01 19.56 16.66
H 21.12 15.30 15.14
H 13.43 18.14 12.19
H 15.01 8.57 14.28
H 15.81 20.65 11.39
H 16.82 20.14 14.81
```

LUMO energy, eV: 0.18
Total charge: 0
Molar mass, u: 1146.8
SMILES: CC1(C)CCCC(C)(C)N1O.CC1(C)CCCC(C)(C)N1O.CC1(C)CCCC(C)(C)N1O.CC1(C)CCCC(C)(C)N1O.CC1(C)CCCC(C)(C)N1O.O=S1(=O)CCCC1.O=S1(=O)CCCC1.O=S1(=O)CCCC1
ΔE to the lowest compared entry with this formula, charge and spin, kJ/mol: 0.0
Highest occupied orbital energy, eV: -7.811